(1)
A cluster of 2 separate species, C5H14O in total. Source: the Open Molecules 2025 dataset; level of theory: ωB97M-V with the def2-TZVPD basis set.

Structure (XYZ):
```
20
Properties=species:S:1:pos:R:3:forces:R:3
H 0.649643 1.927882 2.339470 -0.28 0.31 0.07
H 0.643876 1.460043 0.656957 -0.20 0.34 -0.27
H 0.521994 -0.199660 -2.821652 -0.10 -0.04 0.05
C 1.234278 -0.938318 1.022693 -0.07 0.23 0.41
H 0.883976 -0.768110 0.007832 -0.07 -0.39 0.12
C 0.416772 -0.141671 2.026771 -0.03 -0.18 1.02
C 0.140073 1.309600 1.606915 0.81 -0.83 0.00
H -0.916645 1.527309 1.525998 -0.12 0.20 0.03
H -1.647058 -1.232776 -3.331833 -0.33 -0.13 -0.01
O 1.150820 -0.137062 3.284042 0.23 0.18 -0.21
H -0.500304 -0.681952 2.282719 -0.20 0.15 -0.58
H -0.312831 -0.507801 -1.323507 -0.12 0.13 0.25
C -1.627716 -0.197617 -3.012080 0.12 0.84 0.00
H -0.224691 1.146350 -2.026602 -0.13 0.06 0.35
H 1.191705 -1.980101 1.338894 0.13 -0.12 -0.44
H 0.660916 -0.615626 3.955219 -0.06 -0.01 -0.08
H -1.653909 0.452681 -3.883445 0.11 -0.17 -0.37
C -0.352558 0.085685 -2.224876 0.18 -0.18 -0.71
H -2.531318 0.099767 -2.472782 0.08 -0.47 0.22
H 2.272978 -0.608622 1.049267 0.04 0.06 0.14
```
Positions in Å, forces in eV/Å.

Results
Relative energy (zero: lowest compared OMol25 entry of this formula, charge and spin)   0.7792 eV
Frontier orbital gap   11.1 eV
Energy   -274.113421 Eh
Structure (SMILES)   CC(C)O.CC
HOMO   -10.201 eV
Spin multiplicity   1

(2)
A cluster of 3 separate species, C5H14O2 in total. Source: the Open Molecules 2025 dataset; level of theory: ωB97M-V with the def2-TZVPD basis set.

Structure (XYZ):
```
21
Properties=species:S:1:pos:R:3:forces:R:3
H 1.923260 0.919184 -0.773937 -0.08 0.02 -0.02
H -1.008637 -1.192486 -1.400656 0.00 -0.03 0.29
C 1.353450 -0.314819 0.916311 0.15 -0.23 0.69
H 3.202918 -0.065247 -0.121691 0.06 0.17 0.22
H 1.721851 -1.634618 2.551351 0.29 -0.26 0.11
H -1.695466 1.126156 -2.902257 0.03 0.00 -0.04
H 2.648242 1.395494 0.751663 0.14 -0.09 0.07
O -1.723821 0.606278 -3.712038 -0.08 0.04 0.04
C -0.124003 -0.663901 -1.049472 0.51 -0.07 0.39
H -0.271709 0.410958 -1.163864 -0.17 -0.02 -0.23
H -2.234307 -0.171871 -3.467715 0.01 -0.02 -0.05
H 0.710049 -0.938944 -1.697643 -0.14 0.02 -0.21
H -3.431838 1.199688 1.275252 -0.07 -0.05 -0.06
C 0.287425 -0.916165 0.391765 -0.13 0.59 -0.54
O -4.035065 0.714776 0.700744 0.09 0.03 0.01
C 1.705347 -0.567343 2.367234 -0.25 0.10 0.62
H -4.623302 1.380785 0.332599 0.00 0.01 0.03
H -0.340592 -1.522436 1.035173 0.00 -0.08 -0.06
H 2.636615 -0.116358 2.723010 0.11 -0.20 -0.47
H 0.969053 -0.186123 3.083643 -0.23 0.12 -0.33
C 2.330530 0.536993 0.160529 -0.25 -0.04 -0.46
```
Positions in Å, forces in eV/Å.

Results
Relative energy (zero: lowest compared OMol25 entry of this formula, charge and spin)   0.7020 eV
Frontier orbital gap   9.4 eV
Energy   -349.350001 Eh
Structure (SMILES)   CC=C(C)C.O.O
HOMO   -8.772 eV
Spin multiplicity   1

(3)
A cluster of 3 separate species, C5H14O2 in total. Source: the Open Molecules 2025 dataset; level of theory: ωB97M-V with the def2-TZVPD basis set.

Structure (XYZ):
```
21
Properties=species:S:1:pos:R:3:forces:R:3
H 1.869585 -0.792721 2.028970 -0.99 -0.54 0.84
C -0.366386 0.114485 0.547447 2.07 -0.55 -0.61
O 1.985111 -2.763542 -1.343583 0.98 -0.30 1.38
H 2.817118 0.377655 1.475364 1.51 2.26 0.69
C 2.131639 -0.306160 1.121359 -0.27 -0.22 1.09
H -0.864846 -0.120038 1.556154 1.05 -0.21 -1.70
C 1.005621 0.319810 0.387275 -2.47 0.05 -3.17
C -1.313184 0.250114 -0.722769 -1.02 1.73 5.12
H 0.754709 1.441114 -1.708930 -1.00 -0.86 -0.16
H 2.281309 0.612433 -1.471592 -0.02 -0.47 -0.14
O -5.169318 0.735192 1.139041 0.68 -0.33 0.71
H 1.884770 -2.118155 -0.619787 -0.41 0.02 -0.60
C 1.454311 1.101949 -0.967597 0.58 -0.47 1.52
H 2.857647 -1.007563 0.718878 -0.55 -0.31 -1.38
H -1.088039 -0.236720 -1.625989 0.80 -0.41 -0.91
H -5.743717 0.940737 0.428623 -0.82 -0.02 -1.42
H 2.650806 -3.346541 -0.908682 -0.66 0.26 -0.84
H 1.868836 2.088004 -0.768161 0.37 0.12 1.03
H -1.359077 1.353176 -0.697093 -0.52 -0.35 -1.27
H -5.366542 1.453652 1.731170 0.15 0.35 0.71
H -2.290351 -0.096883 -0.300101 0.54 0.26 -0.86
```
Positions in Å, forces in eV/Å.

Results
Relative energy (zero: lowest compared OMol25 entry of this formula, charge and spin)   2.4081 eV
Frontier orbital gap   9.3 eV
Energy   -349.287305 Eh
Structure (SMILES)   CC=C(C)C.O.O
HOMO   -8.408 eV
Spin multiplicity   1

> Which of these has the lowest relative energy (zero: lowest compared OMol25 entry of this formula, charge and spin)?

number 2

> Which of these has the highest frontier orbital gap?

C5H14O

> Among the records above, which one has the lowest frontier orbital gap?

number 3